No. 1
Computed, not measured: a 4-piece molecular cluster, C18H29Br2ClF3NO6PS overall, with wB97M-V/def2-TZVPD.

Summary:
Charge: +1
E, Eh: -7856.6945
Gap between HOMO and LUMO, eV: 8.4
Multiplicity: 1
LUMO level, eV: -3.195

Last column: Löwdin charge in e.
Cartesian coordinates (Å):
C (-4.179, 1.379, -0.912)  -0.0766
C (-3.420, 2.073, -2.037)  -0.2840
N (-2.454, 1.142, -2.710)  -0.2161
P (-0.889, 1.502, -2.977)  0.1816
S (-0.365, 0.500, -4.710)  0.5833
Cl (-0.733, 3.426, -3.326)  0.4910
C (0.273, 0.995, -1.674)  -0.3331
C (1.386, 1.957, -1.260)  -0.2341
C (1.129, 2.760, 0.013)  -0.8034
F (1.399, 1.935, 1.068)  0.0013
Br (-0.700, 3.364, 0.228)  0.8897
C (2.088, 3.974, 0.194)  -0.9683
F (1.776, 4.658, 1.285)  0.0536
F (3.313, 3.466, 0.356)  0.0753
Br (2.126, 5.185, -1.311)  0.8568
H (-5.064, 0.856, -1.283)  0.0715
H (-3.555, 0.637, -0.396)  0.0798
H (-4.492, 2.120, -0.169)  0.0844
H (-4.102, 2.410, -2.824)  0.1195
H (-2.887, 2.947, -1.658)  0.0353
H (-2.579, 0.181, -2.388)  0.0845
H (0.522, 1.439, -5.071)  -0.1467
H (0.735, 0.094, -2.097)  0.0877
H (-0.336, 0.685, -0.812)  0.0918
H (1.691, 2.621, -2.072)  0.0658
H (2.263, 1.346, -1.003)  0.1271
O (3.999, 0.043, 6.511)  0.1267
C (3.858, 0.566, 5.446)  -0.4782
O (2.675, 1.137, 5.079)  0.0228
C (2.747, 1.604, 3.722)  -0.1696
C (4.229, 1.794, 3.432)  -0.1430
C (4.851, 0.711, 4.309)  -0.0671
H (2.313, 0.839, 3.076)  0.1035
H (2.150, 2.511, 3.647)  0.1204
H (4.453, 1.690, 2.372)  0.1094
H (4.554, 2.781, 3.762)  0.1208
H (4.897, -0.246, 3.789)  0.1137
H (5.843, 0.956, 4.680)  0.1282
O (3.002, -0.678, 0.523)  0.1002
C (2.841, -1.654, 1.205)  -0.4892
O (3.598, -1.916, 2.284)  0.0179
C (3.222, -3.177, 2.879)  -0.1273
C (1.796, -3.432, 2.402)  -0.1404
C (1.811, -2.756, 1.035)  -0.0766
H (3.921, -3.936, 2.525)  0.1313
H (3.324, -3.071, 3.956)  0.1322
H (1.550, -4.491, 2.378)  0.1188
H (1.089, -2.929, 3.062)  0.1216
H (2.161, -3.421, 0.242)  0.1332
H (0.859, -2.327, 0.730)  0.1171
O (-4.833, -0.302, -3.569)  0.1140
C (-4.791, -1.457, -3.254)  -0.4743
O (-4.003, -1.865, -2.222)  -0.0133
C (-4.056, -3.306, -2.088)  -0.1384
C (-5.354, -3.719, -2.774)  -0.1376
C (-5.490, -2.652, -3.859)  -0.0626
H (-3.177, -3.721, -2.585)  0.1266
H (-4.014, -3.538, -1.027)  0.1270
H (-5.317, -4.737, -3.151)  0.1213
H (-6.185, -3.644, -2.073)  0.1230
H (-4.960, -2.917, -4.777)  0.1376
H (-6.511, -2.390, -4.121)  0.1330



No. 2
Computed, not measured: C18H29BrNO4P2Ru as an isolated structure at a distorted geometry, with wB97M-V/def2-TZVPD.

Summary:
Charge: +1
E, Eh: -4410.1473
Gap between HOMO and LUMO (spin up / spin down), eV: 3.7 / 5.2
Multiplicity: 5
LUMO level (spin up / spin down), eV: -3.176 / -5.858
ΔE to the lowest compared entry with this formula, charge and spin, kcal per mole: 20.5

Last column: Mulliken spin population.
Cartesian coordinates (Å):
C (-0.932, 1.340, -4.569)  0.2081
C (-1.079, 0.928, -3.212)  -0.0167
N (-0.177, 1.371, -2.230)  0.1058
C (0.700, 2.320, -2.576)  -0.0027
C (0.728, 2.910, -3.835)  0.1841
C (-0.039, 2.351, -4.872)  -0.0412
C (-2.117, 0.063, -2.789)  0.5182
P (-2.295, -0.161, -0.976)  -0.0396
Ru (-0.236, 0.606, -0.319)  1.4309
P (1.763, 1.706, -0.097)  -0.0598
C (1.584, 2.856, -1.495)  -0.0014
O (-0.673, -3.853, -4.673)  0.0001
O (0.724, -4.096, -0.574)  0.0002
H (-1.538, 0.780, -5.298)  0.0031
H (1.444, 3.709, -3.922)  0.0066
H (0.049, 2.762, -5.873)  -0.0001
C (-3.718, 0.873, -0.488)  0.0493
C (-2.747, -1.863, -0.552)  0.0296
H (2.581, 3.117, -1.840)  -0.0028
H (1.112, 3.730, -1.038)  0.0072
H (-1.389, -3.459, -4.170)  0.0007
H (-2.940, -0.152, -3.500)  -0.0043
C (1.978, 2.470, 1.525)  0.0011
C (3.343, 0.779, -0.421)  0.0092
H (0.846, -0.566, -0.450)  -0.0047
H (0.200, -4.621, 0.074)  -0.0001
H (0.707, -4.567, -1.439)  -0.0001
H (0.088, -3.164, -4.614)  0.0000
H (-1.112, 1.684, 0.440)  -0.0232
H (1.492, -0.061, -0.678)  0.0326
H (-4.626, 0.548, -1.007)  -0.0003
H (-3.882, 0.856, 0.599)  0.0031
H (-3.455, 1.898, -0.768)  -0.0006
H (-3.555, -2.297, -1.145)  -0.0016
H (-1.850, -2.481, -0.634)  -0.0029
H (-3.066, -1.886, 0.492)  -0.0006
H (4.219, 1.441, -0.353)  0.0001
H (3.408, -0.062, 0.292)  -0.0015
H (3.309, 0.341, -1.431)  0.0007
H (2.913, 3.068, 1.503)  -0.0007
H (1.075, 3.087, 1.695)  -0.0016
H (2.021, 1.650, 2.276)  0.0028
Br (-0.915, 1.340, 3.401)  0.0646
C (-0.254, -0.187, 4.340)  0.4017
C (-0.377, -0.227, 5.728)  -0.0975
C (0.185, -1.282, 6.462)  0.4168
C (0.896, -2.281, 5.775)  0.1510
C (1.028, -2.217, 4.387)  0.0634
C (0.371, -1.231, 3.644)  0.2813
C (0.626, -1.099, 2.140)  0.1542
O (1.822, -1.119, 1.785)  0.1864
O (-0.405, -0.930, 1.382)  -0.0594
H (-0.909, 0.580, 6.206)  -0.0002
H (0.050, -1.290, 7.536)  0.0243
H (1.369, -3.098, 6.332)  0.0096
H (1.655, -2.918, 3.822)  0.0170



No. 3
Computed, not measured: C18H29CuN3NbO3 as an isolated structure at a distorted geometry, with wB97M-V/def2-TZVPD.

Summary:
Charge: +2
E, Eh: -2790.0189
Gap between HOMO and LUMO (spin up / spin down), eV: 3.6 / 3.6
Multiplicity: 1
LUMO level (spin up / spin down), eV: -11.060 / -11.046

Last column: Löwdin charge in e.
Cartesian coordinates (Å):
N (-1.482, -0.722, -0.253)  -0.2346
C (-3.333, -2.197, 0.449)  0.0358
O (-4.443, -2.408, 0.827)  0.1275
Cu (-2.564, -0.508, 1.318)  0.4269
Nb (0.122, 0.119, -0.059)  1.6489
N (-0.058, 1.913, -0.934)  -0.1157
N (1.114, -1.060, -1.388)  -0.1590
C (-0.484, 2.331, -2.288)  -0.6138
C (0.737, -2.266, -2.140)  -0.6308
C (-0.758, 3.847, -2.317)  -0.0316
C (0.563, 1.929, -3.340)  -0.0096
C (-1.818, 1.610, -2.564)  -0.0412
C (0.305, -3.351, -1.139)  -0.0214
C (1.889, -2.745, -3.018)  -0.0221
C (-0.494, -1.944, -3.006)  -0.0523
H (-1.407, 4.078, -1.461)  0.1018
H (-1.306, 4.136, -3.230)  0.1144
H (0.169, 4.432, -2.276)  0.0938
H (1.510, 2.474, -3.205)  0.0982
H (0.175, 2.129, -4.356)  0.1184
H (0.808, 0.854, -3.276)  0.0568
H (-1.724, 0.512, -2.514)  0.0430
H (-2.190, 1.901, -3.563)  0.1117
H (-2.563, 1.926, -1.809)  0.0990
H (1.143, -3.566, -0.469)  0.0908
H (0.030, -4.290, -1.652)  0.1176
H (-0.551, -3.028, -0.519)  0.0553
H (2.697, -3.100, -2.379)  0.0870
H (2.237, -1.922, -3.647)  0.0986
H (1.592, -3.576, -3.671)  0.1141
H (-0.784, -2.797, -3.648)  0.1119
H (-0.295, -1.110, -3.699)  0.0801
H (-1.387, -1.685, -2.409)  0.0489
C (0.782, 2.859, -0.138)  -0.0637
H (0.720, 2.668, 0.944)  0.0845
H (1.843, 2.702, -0.424)  0.1207
H (0.544, 3.950, -0.188)  0.1163
C (2.516, -0.863, -0.979)  -0.0955
H (2.549, -0.117, -0.139)  0.0779
H (3.024, -1.782, -0.618)  0.1142
H (3.174, -0.453, -1.783)  0.1288
O (-1.690, 0.879, 2.514)  -0.0679
C (-0.516, 0.433, 2.849)  -0.4717
O (0.427, 0.194, 1.956)  -0.2142
C (-0.216, 0.154, 4.249)  -0.1791
C (0.641, -0.886, 4.612)  -0.0100
C (0.762, -1.207, 5.965)  -0.0436
C (0.055, -0.469, 6.932)  -0.0293
C (-0.804, 0.569, 6.538)  -0.0378
C (-0.931, 0.882, 5.191)  -0.0060
H (1.147, -1.431, 3.815)  0.1172
H (1.392, -2.056, 6.267)  0.1224
H (0.148, -0.726, 8.011)  0.1328
H (-1.414, 1.135, 7.258)  0.1265
H (-1.604, 1.648, 4.803)  0.1290



No. 4
Computed, not measured: C18H29MnO2Si as an isolated structure at a distorted geometry, with wB97M-V/def2-TZVPD.

Summary:
Charge: -2
E, Eh: -2294.0241
Gap between HOMO and LUMO (spin up / spin down), eV: 1.9 / 5.2
Multiplicity: 5
LUMO level (spin up / spin down), eV: 4.960 / 4.948

Last column: Mulliken spin population.
Cartesian coordinates (Å):
Mn (0.110, -0.085, -0.148)  2.6910
C (-2.014, -0.886, -0.681)  0.1918
C (-2.102, 0.514, -0.970)  -0.0439
C (-1.164, 0.816, -2.026)  0.0943
H (-2.829, 1.181, -0.493)  0.0263
C (-0.467, -0.382, -2.338)  0.0158
C (-0.972, -1.447, -1.511)  0.0049
H (-0.655, -2.505, -1.532)  -0.0069
H (-2.765, -1.378, -0.127)  -0.0267
H (-1.205, 1.723, -2.625)  -0.0928
H (0.232, -0.538, -3.219)  -0.0230
C (1.349, -0.774, 1.780)  0.1374
C (1.077, -1.866, 0.872)  0.1206
C (1.722, -1.562, -0.387)  0.0725
H (0.690, -2.826, 1.041)  -0.0306
C (2.353, -0.275, -0.257)  -0.0148
C (2.104, 0.206, 1.063)  -0.2100
H (2.548, 1.124, 1.550)  0.0527
H (0.937, -0.649, 2.774)  -0.0117
H (1.769, -2.267, -1.240)  -0.0163
H (3.122, 0.089, -0.945)  -0.0718
O (0.773, 2.206, -0.585)  -1.6157
C (1.693, 2.929, -1.468)  -4.3354
C (0.822, 4.223, -1.359)  3.1602
C (1.777, 2.335, -2.842)  1.7397
C (3.036, 3.127, -0.804)  2.1849
C (0.022, 3.440, -0.323)  0.6281
H (0.255, 4.442, -2.281)  -0.2832
H (1.341, 5.104, -0.992)  0.0234
H (0.209, 3.792, 0.697)  0.0848
H (-1.039, 3.332, -0.577)  -0.0931
H (2.403, 2.968, -3.495)  -0.6765
H (0.796, 2.229, -3.303)  0.3125
H (2.264, 1.354, -2.783)  0.1844
H (3.528, 4.041, -1.171)  -0.2715
H (3.695, 2.285, -1.062)  0.0838
H (2.940, 3.186, 0.280)  -0.0789
C (-3.389, -1.746, 2.543)  0.0071
Si (-1.798, -2.492, 1.987)  0.0184
C (-0.768, -2.955, 3.446)  0.0038
C (-2.053, -3.949, 0.868)  0.0023
O (-1.058, -1.143, 1.360)  0.0594
H (-3.859, -2.529, 3.169)  -0.0011
H (-4.047, -1.465, 1.730)  0.0005
H (-3.160, -0.868, 3.155)  0.0021
H (-1.391, -3.685, 4.003)  0.0000
H (0.187, -3.400, 3.190)  0.0020
H (-0.606, -2.065, 4.062)  0.0006
H (-2.678, -3.759, -0.011)  0.0018
H (-1.137, -4.440, 0.514)  -0.0015
H (-2.596, -4.710, 1.473)  -0.0017